6
Properties=species:S:1:pos:R:3 method="wB97M-V/def2-TZVPD" smiles="O=C=[N+]([O-])O" molar_mass_da=75.0 lumo_ev=-0.540 relative_energy_kcal_mol=86.24 gap_ev=8.6
O 1.9869 -0.6307 0.0068
O -0.5395 1.6696 0.1311
O -1.0307 -0.6434 0.2008
C 1.0408 -0.0583 0.1879
N -0.0381 0.5499 0.0978
H -1.4195 -0.8871 -0.6243

---

106
Properties=species:S:1:pos:R:3 method="wB97M-V/def2-TZVPD" molar_mass_da=602.8 total_charge=+1 spin_multiplicity=2 lumo_ev="-2.446 / -8.264" gap_ev="9.2 / 3.4"
H -6.3221 3.2270 4.1637
C -2.5481 -0.2703 4.0534
H -5.5262 1.7922 3.7258
H -4.6545 4.8989 3.5337
H -3.2422 3.0012 3.8222
H -2.2130 1.0285 -0.1590
H 1.4629 -7.1409 -1.7306
H 4.6885 -1.8122 -4.2976
C -0.2742 1.5594 1.1154
C 0.6026 -3.5024 -3.4459
H -4.0738 2.6879 -1.9874
C -0.7717 3.5252 2.3924
H -1.1345 0.3639 5.3299
C 4.3089 -0.0828 -1.3438
H -1.2939 -3.0482 1.8352
O -1.1010 2.1841 2.0611
H 4.7616 0.7557 -0.8146
H 5.5520 -3.0945 -1.6038
C -5.4146 2.8751 3.6731
H 1.8025 -6.8681 -0.0182
H 4.2753 -4.1858 -1.5752
C 0.2819 -0.3084 -0.4998
C 2.3559 0.8571 4.5664
C 2.1641 1.7884 5.7160
O 0.9481 -4.1628 -5.8313
O 0.1930 -5.9151 -0.6600
O 3.7276 -2.5666 -2.6291
H -2.7061 1.7897 -2.8346
H -4.0892 3.0924 5.3964
H 0.3631 -2.5828 -2.9119
H 0.2580 0.3001 -1.4038
H 4.0940 0.2735 5.3909
H -3.1377 -2.1134 4.6749
H -1.8499 -5.7370 0.9740
H 2.5386 1.8569 7.5316
H -0.2234 2.2261 0.2546
O 2.5606 1.1517 6.8806
C 0.1361 -5.0738 0.4781
O 3.7816 0.5329 4.5210
C -1.3867 4.0234 -3.0958
C -3.0116 2.6421 -2.2278
H 0.2729 3.6181 2.6895
H -1.3802 3.8257 3.2454
H -0.4790 -2.9160 -5.2424
H -2.5214 0.4673 1.2572
H 1.3816 -3.7228 -6.5662
H -5.6033 2.5289 1.6894
O -3.3544 0.0120 3.1720
H 0.5443 5.8216 -2.8417
H -1.0501 4.3358 -5.7934
H 1.2827 -0.2911 -0.0684
H -0.1026 -1.3033 -0.7245
H 0.6625 -5.4543 1.3535
O -4.1242 4.7492 4.3198
H -1.7915 -1.2322 5.5053
H 5.9869 -0.9059 -2.3888
H -0.9097 4.1645 1.5205
H 1.1031 2.0232 5.8020
H 0.1632 -4.8899 -2.2413
H -1.9651 -4.6704 -1.3506
H 2.7453 2.7052 5.6174
H 4.2991 1.1992 -3.4852
H -0.9481 4.1963 -2.1130
H 0.7322 1.5619 1.5339
C 4.7676 -3.4866 -2.2511
H 3.3397 0.3304 -1.6232
C -0.6007 0.1702 0.7242
H -1.8012 5.9879 -3.3950
H -1.4065 1.2828 3.8044
H 1.1086 -2.2710 -5.0832
H 5.7525 1.3787 -2.8925
C -1.0719 5.3365 -3.8765
N -1.6303 -3.9769 2.0457
C 5.0298 -0.4572 -2.6547
C 4.1849 -1.4672 -3.3945
N 0.2207 5.9732 -3.7865
H -0.4721 -0.5419 1.5393
C -4.1123 3.3931 4.3489
H -2.9274 -3.7532 -0.2734
C 0.5206 -3.1678 -4.8881
N -1.6008 0.5305 4.4497
O -2.7911 3.7047 -3.0723
H -2.5282 5.1065 -5.4466
O -0.1712 -4.6202 -3.0998
H 5.1581 -3.9752 -3.1438
H 4.2079 -0.9170 -0.6496
H 1.7665 -0.0362 4.7728
H 0.6679 -4.2085 0.0824
H -2.4002 2.6374 -1.3255
N 5.2019 0.7473 -3.4568
H -2.6384 -3.9248 2.0792
C 1.5036 -6.3836 -0.9477
H 3.3188 -1.0890 -3.9376
N -2.5693 -1.3003 4.8646
C -1.4513 5.2542 -5.3650
H 2.0063 1.3774 3.6746
H -1.2347 -3.2233 -0.5943
H 1.6557 -3.6937 -3.2399
N -2.0354 0.2126 0.4092
H -0.8294 3.1744 -3.4917
H 0.6835 5.2518 -4.3208
O -5.3633 3.2115 2.3203
C -1.8991 -4.0736 -0.4409
C -1.3932 -4.7593 0.8206
H 2.2760 -5.6634 -1.2177
H -1.2688 6.1369 -5.9778

---

13
Properties=species:S:1:pos:R:3 method="wB97M-V/def2-TZVPD" smiles="C=NN1CC1(C#N)C#N" molar_mass_da=120.1 lumo_ev=0.283 relative_energy_kcal_mol=128.11 gap_ev=10.0
N -0.6083 0.4822 0.1425
C 1.1348 -0.1684 -1.4490
C -2.2672 -1.3717 -0.1437
C -3.0124 1.0452 -0.2575
H 2.2697 -0.2316 -1.3000
C -1.1309 0.0706 1.3931
H -0.7387 -0.9472 1.6670
N -2.3368 -2.5017 -0.2749
H -0.9806 0.8320 2.1576
C -2.1114 0.0234 0.1843
N 0.5768 0.1031 -0.3415
N -3.7069 1.7695 -0.7766
H 0.7251 -0.5085 -2.4608

---

12
Properties=species:S:1:pos:R:3 method="wB97M-V/def2-TZVPD" molar_mass_da=99.1 lumo_ev=0.181 relative_energy_kcal_mol=33.40 gap_ev=9.1
H -0.6424 -1.5778 -1.3868
N -0.2867 -1.3696 -0.4623
H -1.0500 -1.3245 0.2042
C 0.5282 -0.2324 -0.4257
C 0.8816 0.2150 0.9568
H 0.8575 0.1123 -2.4993
H 0.5481 -0.4715 1.7666
H 1.7487 1.2277 -1.2937
O 1.4866 1.2307 1.2096
C -2.2872 0.4633 1.4602
C 1.0640 0.4054 -1.4727
O -2.8484 1.3214 1.9431

---

13
Properties=species:S:1:pos:R:3 method="wB97M-V/def2-TZVPD" smiles="O=C(O)c1ccc[nH]1" molar_mass_da=111.1 lumo_ev=-0.181 relative_energy_kcal_mol=56.88 gap_ev=9.0
H -2.0106 1.5162 -1.1070
N -0.7242 -0.0595 -0.4971
H -0.0089 2.8642 0.5482
H -1.3846 -0.7182 -0.8882
H 1.8234 1.3395 1.2543
C 0.7319 0.9029 0.8993
C 0.3187 -0.3760 0.3361
O 1.9812 -2.1423 0.8178
C -1.0739 1.2921 -0.5103
O 0.1028 -2.6369 -0.3754
C 0.9479 -1.6099 0.2531
C -0.0835 1.8248 0.3219
H -0.6202 -2.1969 -1.0525

---

19
Properties=species:S:1:pos:R:3 method="wB97M-V/def2-TZVPD" smiles="C=C(OC)C(C)(C)F" molar_mass_da=118.2 lumo_ev=0.910 relative_energy_kcal_mol=34.58 gap_ev=9.9
O 1.0735 0.2492 0.2368
C -1.2393 -0.0200 -0.0191
C -1.5550 0.6534 -1.3574
H -2.4127 1.3564 1.2534
H 2.8837 -0.6310 0.9027
H -1.8027 -0.1509 -2.0948
H -0.9063 1.4581 -1.6948
H -0.5527 1.6233 0.9842
C -1.3920 0.8946 1.1561
H 2.4808 -0.7087 -0.8687
H 2.8805 0.8932 0.0224
C 2.4360 -0.0717 0.0957
F -2.1513 -1.0757 0.0740
C 0.3688 -1.9911 -0.3093
H -2.5622 1.0890 -1.1900
C 0.1033 -0.6882 -0.0854
H -0.3945 -2.7672 -0.6889
H -1.0688 0.4563 2.0831
H 1.4996 -2.4158 -0.3466